Entry 1:
54
Properties=species:S:1:pos:R:3:lowdin_charge:R:1 method="wB97M-V/def2-TZVPD" gap_ev=6.32 total_energy_ev=-188560.8708 lumo_energy_ev=-1.27 charge=0
C -4.48 1.17 -1.53 -0.0910
H 1.56 -1.84 -2.74 0.1087
H -1.10 -2.84 0.50 0.1209
H -3.65 3.17 -1.67 0.1009
C -2.90 -0.63 -1.90 -0.0358
H 0.49 1.67 -2.27 0.0979
C -2.14 1.65 -1.94 -0.0360
O -4.38 -0.15 1.94 -0.0902
H -5.00 -0.93 -1.46 0.1045
C -3.45 2.10 -1.72 -0.0817
H -3.50 -2.21 0.70 0.1223
C 4.23 0.90 -2.89 -0.0431
C 3.40 -1.30 2.00 -0.0780
C 2.90 1.22 -2.65 -0.0213
Br 2.78 3.40 1.98 0.7556
C 4.52 -0.51 2.09 -0.5920
O 5.41 1.71 2.00 -0.0137
H -2.46 0.81 3.63 0.1090
H 2.54 2.24 -2.55 0.1325
C 4.65 -0.42 -3.06 -0.0824
H -0.09 0.13 3.46 0.1189
H -5.50 1.51 -1.33 0.1003
C 3.02 1.52 2.00 -0.5869
C 2.08 -0.75 1.83 -0.2116
C -0.83 -0.31 2.79 -0.0214
Cl 4.07 -3.05 -3.23 0.7164
C 1.94 0.68 1.88 -0.0892
H -2.70 -1.70 -1.99 0.1134
H -4.78 0.54 3.90 0.0960
C -0.39 -1.28 1.83 -0.2119
C -4.20 -0.20 -1.62 -0.0832
C 4.41 0.98 2.04 -0.4780
N 1.95 0.22 -2.50 -0.0291
H -1.33 2.38 -2.07 0.0963
C -1.40 -2.01 1.14 -0.0193
C -3.12 -0.61 2.10 -0.2487
H -4.43 1.82 2.68 0.0958
C 3.66 -1.40 -3.01 -0.6497
C -0.42 -0.29 -2.03 -0.3692
C -2.72 -1.70 1.28 -0.0027
H 1.22 -2.63 1.27 0.1356
C -1.83 0.28 -1.97 -0.1387
C 0.98 -1.60 1.59 0.0514
O -0.29 -1.54 -1.94 -0.0404
C -4.91 0.85 2.85 -0.0538
H 5.68 -0.70 -3.23 0.1085
H 3.51 -2.38 2.08 0.1093
H 0.95 1.12 1.86 0.0977
H 4.95 1.71 -2.93 0.1179
Br 6.25 -1.27 2.21 0.7628
C 0.67 0.60 -2.15 -0.0415
C -2.16 0.03 2.93 -0.0010
H -5.97 0.91 2.60 0.0929
C 2.33 -1.08 -2.77 -0.0243

---

Entry 2:
22
Properties=species:S:1:pos:R:3:lowdin_charge:R:1 method="wB97M-V/def2-TZVPD" gap_ev=9.71 total_energy_ev=-20823.6055 relative_energy_kcal_mol=96.98 lumo_energy_ev=0.85 charge=0
C 1.94 -0.28 1.25 -0.0826
H -1.46 0.52 -1.45 0.1500
O 0.59 0.04 0.92 -0.1467
P 0.12 -1.84 -1.14 0.9531
H 2.53 0.43 1.88 0.1069
H -0.86 -1.57 -2.10 -0.0728
H -2.45 0.05 1.81 0.1123
H 0.27 2.75 -1.72 0.1249
H -1.36 -1.40 1.93 0.0746
O 0.87 0.63 -1.34 -0.2140
C -2.24 -1.00 1.44 -0.0544
H -1.50 1.09 0.27 0.1079
C -1.37 0.25 -0.34 -0.2538
H 1.15 2.39 -0.21 0.0582
H 1.93 -1.21 1.79 0.0745
H 2.52 -0.56 0.36 0.0901
H 2.01 2.08 -1.56 0.1033
H -2.94 -1.79 1.68 0.0822
C 0.98 2.00 -1.16 -0.1254
O -2.14 -0.83 -0.01 -0.2334
C 0.15 -0.13 -0.37 -0.7593
H 1.24 -1.63 -1.94 -0.0955

---

Entry 3:
15
Properties=species:S:1:pos:R:3:lowdin_charge:R:1 method="wB97M-V/def2-TZVPD" gap_ev=10.06 total_energy_ev=-11791.0369 relative_energy_kcal_mol=6.37 lumo_energy_ev=0.48 charge=0
N -1.05 -0.75 -0.03 0.0684
O -3.19 -0.08 0.19 0.0288
C 0.31 -0.60 -0.45 -0.1306
N 2.61 -0.52 0.42 0.1493
H -2.41 2.11 -0.50 0.1084
H 3.24 -0.12 1.10 0.1087
C 1.30 -0.21 0.65 -0.5318
H 0.36 0.22 -1.19 0.1232
O 0.92 0.22 1.72 0.0734
H -0.71 1.77 -0.47 0.0855
H -1.35 -1.61 0.39 0.1506
H 0.64 -1.47 -1.01 0.1250
C -2.03 0.20 -0.04 -0.6296
N -1.66 1.49 -0.29 0.1722
H 3.02 -0.66 -0.49 0.0984

---

Entry 4:
45
Properties=species:S:1:pos:R:3:lowdin_charge:R:1 method="wB97M-V/def2-TZVPD" gap_ev=8.51 total_energy_ev=-50348.9145 lumo_energy_ev=-0.29 charge=0
C -1.03 -0.29 1.92 -0.1452
H 0.76 1.15 3.10 0.0902
H -0.66 -1.10 2.53 0.1475
C 4.03 1.51 -4.37 -0.3899
H 3.49 -0.18 0.37 0.1448
C -4.03 0.73 -0.24 -0.0049
S -2.38 2.74 4.12 0.9864
H -4.78 0.08 0.14 0.0775
C 4.27 0.16 -4.32 -0.1927
C -2.26 -0.76 1.05 -0.1168
H -1.87 -4.56 -0.35 0.0933
H -0.56 -3.58 -0.85 0.0835
C -0.96 -4.08 0.00 0.0063
H 0.32 0.90 -2.40 0.0903
O -2.79 -2.30 -0.64 0.1088
H 4.45 2.25 -5.05 0.0540
H 2.60 1.29 0.27 0.1007
C 0.67 1.03 -1.43 -0.0879
C -2.60 1.47 3.06 -0.4210
C -0.31 0.61 -0.40 -0.1210
C -1.42 0.90 2.77 -0.2649
C 1.99 0.12 -1.28 -0.2519
C 3.67 -0.43 -3.19 -0.1416
C -2.62 0.32 0.08 -0.2751
O -1.31 -2.97 0.90 0.0106
H 4.94 -0.42 -5.03 0.1263
H -3.53 1.11 2.73 0.0640
H 1.75 -0.90 -1.35 0.1187
H -4.09 0.85 -1.30 0.0812
C -0.19 1.47 3.45 -0.0671
H 0.93 2.10 -1.51 0.1037
C -2.12 -2.10 0.36 -0.4721
C -0.01 0.02 0.83 -0.0549
C -0.65 2.52 4.19 -0.3856
C 3.05 0.48 -2.35 -0.4619
H 0.02 3.14 4.84 0.0811
H -0.30 -4.85 0.39 0.0969
S 3.09 2.10 -3.01 1.0175
O 1.81 -0.98 2.11 0.0401
H -3.08 -0.82 1.76 0.1517
N -1.68 1.00 -0.50 0.1798
H 3.72 -1.47 -2.95 0.1032
C 1.40 -0.20 1.19 -0.3207
C 2.47 0.25 0.22 -0.0655
H -4.19 1.71 0.17 0.0827

---

Entry 5:
93
Properties=species:S:1:pos:R:3:lowdin_charge:R:1 method="wB97M-V/def2-TZVPD" gap_ev="7.41 / 7.52" total_energy_ev=-110225.2370 relative_energy_kcal_mol=6.52 lumo_energy_ev="-8.47 / -8.36" s_squared=0.754 multiplicity=2 charge=+3
H 0.55 -2.08 4.73 0.1290
C 0.71 -1.02 4.53 -0.1231
C 0.48 0.21 -6.26 -0.0431
C -1.14 1.84 -1.94 -0.3003
H 1.82 0.92 -2.33 0.0941
H -0.79 -2.49 3.03 0.1089
H -5.47 -0.32 1.30 0.0274
H -4.18 -2.29 -2.27 0.0159
H 2.06 -5.71 -3.31 0.1197
C 0.93 -0.20 -5.02 -0.0657
C 1.31 -0.73 2.08 -0.5733
Sb -3.49 -1.86 0.31 1.3476
C -2.95 2.79 -3.81 -0.0368
C -0.87 0.16 -6.56 -0.0354
H -4.23 -4.45 0.42 0.0143
H -2.84 -0.34 -5.87 0.1200
H -2.84 1.00 -0.93 0.0768
C 0.73 1.24 5.69 -0.1455
C -4.38 -3.62 1.10 -0.2929
H -1.25 3.65 -4.80 0.1235
H 0.86 1.70 4.71 0.1231
H 0.38 -3.93 -3.01 0.1154
C -4.41 -0.38 1.54 -0.2848
C 0.04 3.69 0.45 -0.0616
H 2.88 1.95 -0.23 0.1040
C 0.61 4.82 1.03 -0.0484
P 0.03 1.25 -0.73 0.8184
H -3.66 3.16 -4.54 0.1237
H 4.29 1.97 4.15 0.1352
C 2.37 -4.71 -3.07 -0.0471
H 1.80 -0.89 4.56 0.1172
O 1.15 -1.64 1.16 -0.1326
C 3.21 -2.11 -2.48 -0.0659
C 0.85 2.65 0.00 -0.2820
H -0.98 -0.01 5.43 0.1227
H -5.45 -3.45 1.24 0.0268
C -4.60 -1.65 -1.49 -0.2673
N 4.22 1.90 6.63 0.2174
H 0.36 2.84 -3.13 0.1219
H 3.54 -1.11 -2.25 0.1073
H 2.04 1.14 7.35 0.1652
H -4.58 -0.61 -1.83 -0.0075
H -0.16 0.34 3.09 0.1546
H 1.99 -0.18 -4.80 0.1166
C 0.09 -0.14 5.61 -0.1572
H -5.63 -1.94 -1.30 0.0288
O 2.23 0.06 2.13 0.0804
H -3.94 -3.87 2.07 0.0103
H -1.21 0.47 -7.54 0.1227
H -3.94 0.59 1.39 0.0060
Ti -0.58 -1.71 0.34 0.7093
C -1.35 -0.69 -4.37 -0.0677
H 1.19 0.56 -7.00 0.1213
C 0.00 -0.64 -4.07 -0.2930
H 5.20 -2.90 -2.58 0.1208
C -2.50 1.57 -1.79 -0.0766
H 0.17 -0.62 6.59 0.1252
N -0.91 -1.56 2.65 0.0330
H -1.80 -1.21 3.00 0.0973
H 4.06 2.11 7.60 0.1380
C 1.99 4.91 1.13 -0.0441
H 2.88 1.07 3.82 0.0826
C 2.24 2.75 0.11 -0.0740
O -0.66 0.36 0.30 -0.4277
C 4.14 -3.12 -2.66 -0.0431
H 3.88 3.98 0.73 0.1160
O -0.61 -1.66 -1.63 -0.4657
C 1.85 -2.41 -2.59 -0.2861
C 1.30 0.28 -1.60 -0.2781
S -0.65 -5.41 0.42 0.9515
C -1.60 3.06 -3.96 -0.0412
P 0.58 -1.15 -2.47 0.8284
C -3.40 2.05 -2.73 -0.0540
H 0.10 1.91 6.27 0.1353
N 3.41 1.61 4.50 0.2291
C 2.80 3.89 0.67 -0.0564
C 3.22 1.58 5.81 -0.4223
H -0.02 5.63 1.37 0.1200
C 1.43 -3.71 -2.89 -0.0722
H -4.32 -0.67 2.59 0.0111
C 3.73 -4.41 -2.95 -0.0335
H 5.17 1.99 6.30 0.1370
C -1.79 -0.29 -5.63 -0.0490
H -4.46 1.86 -2.61 0.1149
C -0.60 -3.90 0.38 -0.6101
C 0.20 -0.69 3.12 -0.2675
H -1.04 3.63 0.34 0.1183
H 2.03 -0.07 -0.86 0.0706
H 2.43 5.81 1.55 0.1201
N 2.05 1.24 6.35 0.0982
H 4.46 -5.19 -3.10 0.1235
C -0.69 2.60 -3.02 -0.0628
H -2.06 -1.04 -3.63 0.0992

---

Entry 6:
10
Properties=species:S:1:pos:R:3:lowdin_charge:R:1 method="wB97M-V/def2-TZVPD" gap_ev=9.80 total_energy_ev=-8305.3642 relative_energy_kcal_mol=39.50 lumo_energy_ev=0.83 charge=0
H 1.04 0.76 1.12 0.1185
C 0.12 -0.77 -0.16 -0.3105
H 0.09 -1.85 -0.29 0.1421
H 2.04 -0.79 1.00 0.1109
O 1.19 -0.10 -0.83 -0.0377
C -1.20 -0.08 -0.23 -0.0375
C 1.24 -0.18 0.59 -0.1110
H -2.14 -0.60 -0.12 0.1111
O -1.18 2.37 -0.64 0.1919
C -1.21 1.22 -0.45 -0.1779